1.
Formula: C33H26BrF4I2N3O4PPtS2
Source: OMol25
Level of theory: ωB97M-V/def2-TZVPD

Geometry (Å):
Pt  -0.3307  -0.3185  -0.3396
F  -3.9323  5.3417  -1.9973
C  -3.1872  4.5097  -1.3169
C  -2.4096  4.9623  -0.2624
F  -2.4248  6.2313  0.0656
C  -1.6141  4.0693  0.4530
F  -0.9257  4.5499  1.4766
C  -1.5648  2.7220  0.1252
P  -0.5895  1.5055  1.0492
C  -1.5905  0.9956  2.4395
C  -2.2791  -0.2188  2.4071
C  -3.1343  -0.5573  3.4433
C  -3.3056  0.3159  4.5093
C  -2.6343  1.5329  4.5382
C  -1.7804  1.8812  3.5062
C  0.9190  2.3014  1.5665
C  1.3860  2.1718  2.8752
C  2.5440  2.8329  3.2548
C  3.2321  3.6151  2.3378
C  2.7753  3.7348  1.0288
C  1.6233  3.0770  0.6373
C  -2.3727  2.3030  -0.9267
Br  -2.4487  0.4542  -1.3733
C  -3.1737  3.1551  -1.6484
F  -3.9210  2.7121  -2.6459
H  -2.1774  -0.9037  1.5685
H  -3.6734  -1.4945  3.4172
H  -3.9760  0.0534  5.3167
H  -2.7820  2.2151  5.3643
H  -1.2742  2.8384  3.5312
H  0.8669  1.5575  3.6001
H  2.9023  2.7357  4.2704
H  4.1291  4.1379  2.6426
H  3.3100  4.3546  0.3219
H  1.2630  3.1865  -0.3781
N  -2.1706  -4.9447  -2.1553
C  -1.0300  -4.0201  -2.4696
C  -1.0844  -2.8590  -1.4800
O  -0.1210  -2.0250  -1.5917
O  -2.0109  -2.7888  -0.6761
H  -2.7776  -5.1144  -2.9590
H  -2.7204  -4.4840  -1.4080
H  -1.8527  -5.8515  -1.8085
H  -1.1281  -3.6524  -3.4891
H  -0.0849  -4.5517  -2.3800
I  2.5113  -3.7917  -0.9383
I  4.6921  -5.2751  -0.6601
N  3.1366  -3.0540  5.0809
C  3.0065  -1.8049  4.6282
S  3.3683  -0.4349  5.4425
C  2.3832  -1.6568  3.2767
C  2.9214  -0.7568  2.3610
C  2.2490  -0.4913  1.1949
N  1.0782  -1.0904  0.8993
C  0.5851  -2.0202  1.7440
C  1.2156  -2.3328  2.9253
H  3.5367  -3.1975  5.9968
H  2.9922  -3.8623  4.4987
H  3.8469  -0.2433  2.5800
H  2.6425  0.1985  0.4621
H  -0.3248  -2.5205  1.4329
H  0.7656  -3.0654  3.5818
O  -0.2196  -0.6464  -8.2733
C  -0.0374  -1.4239  -7.2102
O  -0.1919  -2.6094  -7.2438
C  0.3278  -0.7814  -5.8922
C  1.3042  -1.4258  -5.1303
C  1.5907  -0.9616  -3.8686
C  0.8877  0.1502  -3.3472
S  1.2768  0.6949  -1.7903
C  -0.0896  0.7967  -4.1362
C  -0.3638  0.3325  -5.4009
H  0.0333  0.2743  -8.1231
H  1.8029  -2.2941  -5.5395
H  2.3337  -1.4472  -3.2488
H  -0.6017  1.6645  -3.7393
H  -1.1284  0.8068  -6.0037

Summary:
ΔE to the lowest compared entry with this formula, charge and spin: 0.0 kcal per mole
gap between HOMO and LUMO: 4.36 eV
net charge: +3



2.
Formula: C33H26Cl3GeN2PPd
Source: OMol25
Level of theory: ωB97M-V/def2-TZVPD

Geometry (Å):
Pd  1.4989  0.5785  -0.0422
N  1.9110  0.3990  2.1810
C  1.0769  -0.6045  2.8409
C  1.1783  -0.8136  4.2052
C  0.4057  -1.7960  4.8111
C  -0.4620  -2.5761  4.0554
C  -0.5692  -2.3673  2.6909
C  0.1874  -1.3627  2.0804
P  0.0161  -1.1775  0.2983
C  0.6668  -2.6269  -0.4657
C  1.7965  -3.2143  0.1285
C  2.3193  -4.3794  -0.3952
C  1.7201  -4.9683  -1.5061
C  0.5950  -4.3947  -2.0920
C  0.0666  -3.2226  -1.5844
C  -1.6070  -0.7029  -0.1945
C  -2.5399  -0.3622  0.7956
C  -3.8173  0.0211  0.4244
C  -4.1616  0.0839  -0.9198
C  -3.2278  -0.2263  -1.9061
C  -1.9499  -0.6119  -1.5528
H  1.8723  1.2812  2.6903
H  2.8819  0.0942  2.2446
H  1.8668  -0.2217  4.7964
H  0.4911  -1.9598  5.8770
H  -1.0535  -3.3476  4.5290
H  -1.2442  -2.9796  2.1039
H  2.2447  -2.7827  1.0159
H  3.1781  -4.8434  0.0703
H  2.1242  -5.8878  -1.9086
H  0.1215  -4.8720  -2.9390
H  -0.8218  -2.8043  -2.0359
H  -2.2806  -0.4072  1.8438
H  -4.5465  0.2645  1.1850
H  -5.1635  0.3777  -1.2042
H  -3.5035  -0.1715  -2.9506
H  -1.2239  -0.8269  -2.3284
C  1.6784  -0.4888  -4.1857
C  0.9520  0.5486  -4.7532
C  0.3624  1.5128  -3.9485
C  0.5077  1.4417  -2.5659
C  1.2679  0.4119  -2.0247
C  1.8498  -0.5667  -2.8022
C  -0.1357  2.3202  -1.6020
C  -0.8360  3.4778  -1.9604
C  -1.4026  4.2471  -0.9893
C  -1.3492  3.8379  0.3566
C  -1.9900  4.5819  1.3756
C  -1.9969  4.1391  2.6649
C  -1.3869  2.9087  2.9701
C  -0.7432  2.1743  2.0076
C  -0.6705  2.6364  0.6830
N  -0.0212  1.9350  -0.3197
H  2.1226  -1.2487  -4.8153
H  0.8366  0.6017  -5.8271
H  -0.2163  2.3051  -4.4043
H  2.4132  -1.3892  -2.3835
H  -0.8843  3.7677  -2.9992
H  -1.9189  5.1647  -1.2441
H  -2.4851  5.5056  1.1035
H  -2.4909  4.7071  3.4405
H  -1.4401  2.5261  3.9815
H  -0.3638  1.2028  2.2582
Cl  3.2156  2.7356  -0.2333
Ge  4.8237  1.3724  -0.8265
Cl  6.5108  1.5829  0.3921
Cl  3.7439  -0.5400  -0.1910

Summary:
gap between HOMO and LUMO (alpha / beta): 5.85 / 5.41 eV
spin multiplicity: 2
net charge: +3



3.
Formula: C33H26Cl3NO3S4SbV
Source: OMol25
Level of theory: ωB97M-V/def2-TZVPD

Geometry (Å):
V  1.7847  -0.9695  1.9220
S  1.6228  -1.2622  6.6789
Sb  1.5033  -2.5575  4.8331
S  3.3113  -1.8277  3.2348
S  0.0518  -1.2203  3.2037
Cl  -1.6862  -2.3138  -2.2061
C  -0.1855  -2.2818  -3.0821
C  0.1182  -3.3329  -3.9267
C  1.3086  -3.3162  -4.6341
C  2.1994  -2.2702  -4.4606
C  1.8998  -1.2423  -3.5823
Cl  3.1118  -0.0475  -3.2762
C  0.6784  -1.1956  -2.8922
N  0.3401  -0.2022  -1.9891
C  0.4512  1.1765  -2.1776
C  0.4119  1.7050  -3.4686
C  0.5256  3.0642  -3.6882
C  0.6526  3.9321  -2.6133
C  0.6494  3.4141  -1.3296
C  0.5575  2.0465  -1.0844
C  0.5945  1.6228  0.3753
C  1.9991  1.8164  0.9976
O  2.5150  2.9054  0.9797
O  2.5172  0.7320  1.4901
H  -0.5810  -4.1508  -4.0279
H  1.5518  -4.1299  -5.3033
H  3.1523  -2.2610  -4.9704
H  -0.0359  -0.4914  -1.1003
H  0.3021  1.0252  -4.3049
H  0.5065  3.4452  -4.7020
H  0.7425  4.9987  -2.7714
H  0.7499  4.0734  -0.4777
H  -0.6010  0.2845  1.1954
H  -0.0720  2.2905  0.9246
O  0.1742  0.2743  0.6022
S  -2.9011  0.5574  1.3608
C  -2.9336  1.9145  0.2082
C  -2.5975  3.2202  0.5501
C  -2.5373  4.1913  -0.4376
C  -2.7826  3.8677  -1.7642
C  -3.1134  2.5645  -2.1004
C  -3.2049  1.5893  -1.1172
C  -3.1507  1.3709  2.9271
C  -2.0641  1.6572  3.7437
C  -2.2700  2.2593  4.9788
C  -3.5540  2.5798  5.3884
C  -4.6406  2.2906  4.5712
C  -4.4426  1.6776  3.3443
H  -2.3886  3.4733  1.5809
H  -2.2690  5.2052  -0.1686
H  -2.7003  4.6248  -2.5325
H  -3.3010  2.2992  -3.1328
H  -3.4631  0.5706  -1.3791
H  -1.0638  1.3774  3.4401
H  -1.4211  2.4560  5.6201
H  -3.7121  3.0440  6.3534
H  -5.6444  2.5318  4.8962
H  -5.2806  1.4349  2.7041
Cl  4.2300  -1.9863  -0.2359
C  3.5681  -3.5399  0.1742
C  4.4080  -4.6341  0.2389
C  3.8993  -5.8675  0.6200
C  2.5508  -5.9807  0.9264
C  1.7240  -4.8700  0.8476
C  2.2070  -3.6168  0.4763
C  1.3539  -2.4028  0.4586
H  5.4581  -4.5121  0.0094
H  4.5542  -6.7263  0.6844
H  2.1409  -6.9350  1.2323
H  0.6715  -4.9599  1.0924
H  0.2950  -2.6492  0.5107
H  1.5537  -1.8109  -0.4387

Summary:
ΔE to the lowest compared entry with this formula, charge and spin: 0.0 kcal per mole
gap between HOMO and LUMO (alpha / beta): 6.47 / 6.85 eV
spin multiplicity: 2
net charge: -1



We obtain DFT total energy values of -6563.39497 -5308.51813 -5711.41863 Eh for the records listed above, in that order.